Entry w
The following is a DFT calculation (wB97M-V/def2-TZVPD) of a cluster of 2 separate species, C3H8N3 in total.

Element x y z (Å)
C  -1.429  0.474  -1.147
C  -0.104  0.694  -1.834
C  0.853  0.203  1.240
N  1.028  -0.892  1.835
N  0.651  -2.068  2.079
N  -0.287  1.287  -0.473
H  -2.438  0.902  -1.339
H  -1.388  -0.381  -0.434
H  0.447  -0.217  -1.914
H  0.206  1.503  -2.451
H  -0.259  2.248  -0.623
H  1.016  1.283  1.020
H  0.295  -2.581  1.316
H  1.408  -2.455  2.723

- charge = +1
- LUMO (eV) = -4.9
- Kohn-Sham gap (eV) = 9.1884

Atom charges from the Löwdin analysis, given in e for atoms 1 to 6: -0.06, -0.12, 0.27, -0.04, 0.11, -0.10

---

Entry x
The following is a DFT calculation (wB97M-V/def2-TZVPD) of a cluster of 2 separate species, C3H8N3 in total.

Element x y z (Å)
C  -3.142  0.054  0.006
C  0.066  -0.030  -0.188
C  2.326  0.533  0.517
N  -2.313  0.579  0.706
N  0.804  0.621  0.601
N  0.314  -1.019  -0.997
H  -4.185  0.284  0.210
H  -3.014  -0.704  -0.660
H  2.679  0.847  -0.526
H  2.739  1.174  1.226
H  2.558  -0.511  0.616
H  0.407  1.192  1.303
H  -0.465  -1.574  -1.513
H  1.226  -1.447  -1.299

- charge = +1
- LUMO (spin up / spin down) (eV) = -4.5 / -5.9
- Kohn-Sham gap (spin up / spin down) (eV) = 10.3987 / 8.0025

Atom charges from the Löwdin analysis, given in e for atoms 1 to 6: -0.12, -0.14, 0.02, 0.16, 0.04, 0.15

---

Entry y
The following is a DFT calculation (wB97M-V/def2-TZVPD) of a cluster of 2 separate species, C3H8N3 in total.

Element x y z (Å)
C  -0.804  -2.314  2.269
C  -0.022  0.913  1.334
C  2.219  -0.588  -1.482
N  -0.416  -1.211  2.127
N  0.248  -0.277  1.641
N  -1.196  1.656  1.451
H  2.947  0.267  -1.223
H  -1.345  -3.162  2.507
H  0.934  1.455  1.025
H  1.275  -0.412  -1.080
H  2.592  -1.517  -0.944
H  2.177  -0.788  -2.551
H  -2.071  1.188  1.610
H  -1.060  2.538  0.881

- charge = +1
- LUMO (eV) = -5.2
- Kohn-Sham gap (eV) = 10.0184

Atom charges from the Löwdin analysis, given in e for atoms 1 to 6: 0.34, -0.16, -0.06, 0.04, 0.07, 0.16

---

Least stable structure: entry w

---

Entry w
The following is a DFT calculation (wB97M-V/def2-TZVPD) of a cluster of 3 separate species, C4H13NO2 in total.

Element x y z (Å)
C  -0.251  -2.280  -2.261
C  0.240  -0.979  -1.569
C  0.052  -0.766  -0.233
C  0.827  0.246  0.659
N  -0.975  -1.529  0.419
H  -0.032  -3.064  -1.578
H  0.206  -2.507  -3.274
H  -1.337  -2.162  -2.428
H  1.069  -0.494  -2.065
H  0.192  1.081  1.041
H  1.132  -0.408  1.478
H  1.592  0.776  0.023
H  -0.904  -2.397  -0.115
H  -1.945  -1.257  0.117
O  0.055  4.059  -1.580
H  -0.292  3.131  -1.701
H  0.282  4.359  -2.465
O  0.000  0.417  4.116
H  0.404  -0.233  3.580
H  0.810  0.743  4.588

- LUMO (eV) = 0.7
- Kohn-Sham gap (eV) = 9.5669
- SMILES = C/C=C(/C)N.O.O

Atom charges from the Löwdin analysis, given in e for atoms 1 to 6: -0.11, -0.12, -0.40, -0.05, 0.04, 0.05

---

Entry x
The following is a DFT calculation (wB97M-V/def2-TZVPD) of a cluster of 2 separate species, C4H13NO2 in total.

Element x y z (Å)
C  -0.708  2.078  -1.266
C  -0.148  0.663  -1.247
O  -1.244  -0.248  -1.221
C  1.022  0.304  -0.262
C  0.575  -0.121  1.152
N  1.805  -0.844  -0.731
H  -1.733  2.021  -1.622
H  -0.149  2.861  -1.795
H  -0.796  2.450  -0.237
H  0.188  0.421  -2.294
H  -1.607  -0.456  -0.354
H  1.537  1.265  -0.128
H  -0.134  0.653  1.488
H  1.432  -0.032  1.802
H  0.133  -1.099  1.261
H  2.795  -0.616  -0.741
H  1.557  -1.292  -1.617
O  -1.184  -2.508  2.736
H  -1.363  -2.789  1.827
H  -1.977  -2.713  3.249

- LUMO (eV) = 0.7
- Kohn-Sham gap (eV) = 9.6510
- SMILES = C[C@H](O)[C@@H](C)N.O

Atom charges from the Löwdin analysis, given in e for atoms 1 to 6: -0.05, -0.40, -0.06, -0.38, -0.07, 0.03

---

Entry y
The following is a DFT calculation (wB97M-V/def2-TZVPD) of a cluster of 3 separate species, C4H13NO2 in total.

Element x y z (Å)
C  2.339  -1.199  0.932
C  2.108  -1.518  -0.487
C  3.201  -1.592  -1.545
C  0.852  -1.496  -0.894
N  -0.266  -0.990  -0.156
H  1.404  -0.833  1.443
H  2.997  -0.356  1.019
H  2.892  -1.930  1.348
H  4.017  -0.846  -1.313
H  2.788  -1.607  -2.565
H  3.690  -2.574  -1.538
H  0.728  -1.878  -2.011
H  -1.055  -1.399  -0.502
H  -0.231  -1.308  0.763
O  -5.049  5.008  0.921
H  -4.759  5.768  1.377
H  -4.800  5.121  0.013
O  -3.711  1.159  0.670
H  -4.059  1.770  1.277
H  -3.086  0.701  1.248

- LUMO (eV) = 0.8
- Kohn-Sham gap (eV) = 8.8342
- SMILES = CC(C)=CN.O.O

Atom charges from the Löwdin analysis, given in e for atoms 1 to 6: -0.06, -0.38, -0.07, -0.18, 0.06, 0.09

---

Entry z
The following is a DFT calculation (wB97M-V/def2-TZVPD) of a cluster of 3 separate species, C4H13NO2 in total.

Element x y z (Å)
C  0.945  -1.344  -2.261
C  1.240  -1.118  -0.845
C  0.751  0.011  -0.345
C  1.203  0.520  1.017
N  -0.009  0.967  1.888
H  0.276  -0.523  -2.570
H  1.919  -1.148  -2.566
H  0.492  -2.240  -2.515
H  1.731  -1.854  -0.144
H  0.034  0.550  -0.811
H  1.724  -0.292  1.505
H  1.839  1.437  0.929
H  -0.744  0.342  1.790
H  0.297  0.874  2.866
O  -1.640  2.403  -0.551
H  -1.979  1.510  -0.704
H  -1.065  2.353  0.271
O  -2.308  -0.515  0.793
H  -1.943  -1.533  0.686
H  -2.761  -0.402  1.568

- LUMO (eV) = 0.4
- Kohn-Sham gap (eV) = 9.6775
- SMILES = C/C=C/CN.O.O

Atom charges from the Löwdin analysis, given in e for atoms 1 to 6: -0.09, -0.18, -0.14, -0.20, -0.01, 0.09

---

Least stable structure: entry z

---

Entry w
The following is a DFT calculation (wB97M-V/def2-TZVPD) of a cluster of 2 separate species, C4H4ClF in total.

Element x y z (Å)
C  -0.712  -0.771  -0.809
C  0.046  -1.781  -0.409
Cl  -0.011  -3.310  -1.289
H  -1.439  -0.897  -1.551
H  -0.542  0.306  -0.322
H  0.776  -1.607  0.337
C  1.041  2.370  0.939
C  0.095  1.743  1.238
F  -1.058  1.216  1.511
H  1.804  2.730  0.354

- LUMO (eV) = 0.8
- Kohn-Sham gap (eV) = 10.5634
- SMILES = C=CCl.C#CF

Atom charges from the Löwdin analysis, given in e for atoms 1 to 6: -0.08, -0.61, 0.55, 0.03, 0.07, 0.05

---

Entry x
The following is a DFT calculation (wB97M-V/def2-TZVPD) of an isolated molecule of C4H4ClF.

Element x y z (Å)
C  1.110  -0.390  -0.632
C  0.339  -0.109  0.423
F  0.864  -0.326  1.679
C  -1.024  0.377  0.300
C  -1.710  0.482  1.456
Cl  -3.332  0.970  1.535
H  2.077  -0.937  -0.426
H  0.881  -0.014  -1.712
H  -1.338  0.486  -0.654
H  -1.119  0.039  2.327

- LUMO (eV) = 0.6
- Kohn-Sham gap (eV) = 9.4832
- SMILES = C=C(F)/C=C/Cl

Atom charges from the Löwdin analysis, given in e for atoms 1 to 6: 0.06, -0.38, 0.02, -0.13, -0.58, 0.64

---

Entry y
The following is a DFT calculation (wB97M-V/def2-TZVPD) of an isolated molecule of C4H4ClF.

Element x y z (Å)
C  -1.899  1.331  -0.082
C  -0.568  1.234  0.094
C  0.263  -0.010  0.041
Cl  2.012  0.113  -0.039
C  -0.313  -1.214  0.046
F  -1.605  -1.407  -0.004
H  -2.473  0.428  -0.237
H  -2.376  2.328  -0.040
H  -0.012  2.107  0.315
H  0.207  -2.162  0.069

- LUMO (eV) = 0.8
- Kohn-Sham gap (eV) = 9.8082
- SMILES = C=C/C(Cl)=C\F

Atom charges from the Löwdin analysis, given in e for atoms 1 to 6: 0.03, -0.17, -0.64, 0.64, -0.21, 0.05

---

Least stable structure: entry w

---

Entry w
The following is a DFT calculation (wB97M-V/def2-TZVPD) of a cluster of 2 separate species, C2H6NO3 in total.

Element x y z (Å)
C  -0.406  0.641  1.694
N  -0.358  -0.723  1.202
C  -0.402  -0.919  -0.240
O  -0.408  -2.109  -0.601
O  -0.596  0.113  -0.938
H  -0.056  1.273  0.865
H  0.319  0.826  2.508
H  -1.360  0.890  2.201
H  0.299  -1.356  1.629
H  1.207  -0.181  -3.155
H  0.594  0.784  -2.186
O  1.167  0.761  -2.979

- charge = -1
- LUMO (eV) = 4.2
- Kohn-Sham gap (eV) = 8.5591

Atom charges from the Löwdin analysis, given in e for atoms 1 to 6: -0.16, -0.04, -0.78, -0.08, -0.10, 0.07

---

Entry x
The following is a DFT calculation (wB97M-V/def2-TZVPD) of a cluster of 2 separate species, C2H6NO3 in total.

Element x y z (Å)
O  -0.948  -0.023  -1.695
C  0.029  0.400  -1.043
N  0.069  0.632  0.247
C  1.362  0.973  1.072
O  2.165  1.822  0.494
H  0.969  0.645  -1.554
H  -0.781  0.500  0.779
H  1.802  -0.043  1.245
H  0.894  1.308  2.033
H  -1.619  -2.677  -0.953
H  -1.973  -1.302  -0.447
O  -1.970  -2.234  -0.177

- charge = -1
- LUMO (eV) = 4.0
- Kohn-Sham gap (eV) = 7.2470

Atom charges from the Löwdin analysis, given in e for atoms 1 to 6: -0.11, -0.41, 0.04, -0.53, -0.30, 0.13

---

Entry y
The following is a DFT calculation (wB97M-V/def2-TZVPD) of a cluster of 2 separate species, C2H6NO3 in total.

Element x y z (Å)
O  -2.189  -0.497  -0.215
C  -0.984  -0.229  -0.192
O  -0.386  0.601  0.542
C  -0.039  -0.950  -1.187
N  1.206  -1.453  -0.508
H  -0.516  -1.794  -1.657
H  0.291  -0.118  -1.810
H  1.073  -2.448  -0.411
H  1.175  -1.118  0.456
H  1.899  2.641  0.563
H  0.911  1.599  1.042
O  1.734  2.074  1.324

- charge = -1
- LUMO (eV) = 4.3
- Kohn-Sham gap (eV) = 8.4932

Atom charges from the Löwdin analysis, given in e for atoms 1 to 6: -0.06, -0.74, -0.10, -0.20, -0.03, 0.09

---

Least stable structure: entry x